1.
Formula: C6H13BrIN2
Source: the OMol25 dataset
Level of theory: wB97M-V/def2-TZVPD

XYZ file:
```
23
Properties=species:S:1:pos:R:3:forces:R:3:lowdin_charge:R:1
C -0.552252 -0.744548 1.654657 1.1 -0.8 0.7 -0.103
C -0.253221 -1.052823 0.179589 -0.7 0.3 0.3 -0.480
C -0.369102 1.895187 1.529588 -2.5 -0.6 -3.6 -0.462
C 2.582423 0.325194 -1.637965 2.7 2.1 -0.2 -0.077
C -1.482660 -1.033777 -0.679479 -2.8 1.2 -2.5 -0.565
C 1.114288 0.145636 -1.483709 -0.5 -0.5 -2.8 -0.396
N 0.787349 -0.242878 -0.275870 0.5 -0.7 4.4 0.073
N -1.182071 0.733401 1.776007 0.3 -1.5 1.6 -0.040
Br -0.449043 2.742129 -0.169580 -0.3 -0.2 1.0 0.824
I -3.374909 -1.743473 0.203494 0.5 0.0 -0.1 0.857
H -1.337948 -1.379906 2.027339 -0.5 -0.2 -0.1 0.035
H 0.319162 -1.033634 2.377202 -1.2 1.7 -1.4 0.176
H 0.028428 -2.116972 0.179082 0.7 0.0 0.4 0.183
H 0.545311 1.806627 1.922422 3.4 0.1 1.6 0.008
H 3.064129 -0.633650 -1.766813 0.3 -0.3 0.7 0.077
H 2.943407 0.876692 -2.544156 -1.0 -0.3 0.4 0.095
H 3.015069 0.986651 -0.795695 -0.6 -1.6 -1.0 0.119
H -1.464852 -1.690880 -1.646424 0.4 1.6 1.8 0.089
H -1.817876 0.072591 -0.914813 1.0 -2.3 0.0 0.059
H 0.715346 1.194841 -1.637985 -0.8 0.5 0.1 0.073
H 0.663176 -0.507980 -2.272929 0.0 0.8 0.0 0.155
H -2.016426 0.691268 1.167941 0.1 0.2 0.5 0.094
H -1.477730 0.710312 2.808092 0.1 0.4 -1.8 0.207
```
Forces are in eV/Å.

## Properties
* charge: +1
* relative energy (zero: lowest compared OMol25 entry of this formula, charge and spin): 4.432 eV
* orbital gap (spin up / spin down): 5.4 / 5.4 eV

2.
Formula: C6H13Cl2NO2PS2Sr
Source: the OMol25 dataset
Level of theory: wB97M-V/def2-TZVPD

XYZ file:
```
28
Properties=species:S:1:pos:R:3:forces:R:3:lowdin_charge:R:1
Sr -1.652242 0.979544 1.666694 -2.5 1.5 1.7 0.411
C 2.015393 -3.193825 1.988006 0.0 -0.2 0.1 -0.075
C 2.005591 -2.488964 0.660416 0.0 0.5 0.0 -0.278
O 1.747140 -1.068467 0.891813 0.7 -0.7 0.3 -0.362
P 0.549683 -0.320650 0.196191 0.1 -0.1 -0.3 -0.214
S 0.760222 1.591726 0.783117 0.9 -0.4 -0.6 0.129
S -1.163803 -1.337714 0.482458 0.8 -0.5 -0.6 0.133
O 0.824826 -0.444198 -1.355929 0.5 0.1 -0.7 -0.351
C 2.054773 0.127074 -1.903947 -0.4 -0.1 0.1 -0.284
C 2.429226 -0.676266 -3.118883 0.1 -0.1 -0.2 -0.074
H 2.231185 -4.255328 1.842248 0.0 0.1 0.0 0.082
H 1.043097 -3.097714 2.471017 0.0 0.0 0.0 0.075
H 2.773707 -2.776601 2.650563 0.0 0.0 0.0 0.082
H 1.251483 -2.898140 -0.008047 -0.1 0.0 0.0 0.092
H 2.971051 -2.541533 0.159873 0.1 0.0 0.0 0.118
H 2.835087 0.103743 -1.145256 0.1 -0.1 0.1 0.106
H 1.855041 1.169335 -2.141316 -0.1 0.1 0.0 0.107
H 2.634165 -1.714302 -2.854868 0.0 0.0 0.0 0.076
H 3.326527 -0.256811 -3.580938 0.0 0.0 0.0 0.082
H 1.629200 -0.664581 -3.859023 0.0 0.0 0.0 0.081
Cl -1.577234 4.532396 0.728813 0.1 -0.2 0.0 0.487
C -3.246043 5.110887 0.752022 0.0 0.3 0.0 -1.024
Cl -4.437640 3.834743 0.534861 0.0 -0.2 0.0 0.493
H -3.353428 5.809520 -0.066385 0.0 0.1 0.0 0.024
H -3.421704 5.589866 1.705600 0.0 0.0 0.1 0.027
N -5.405308 -0.407008 0.833351 0.1 0.2 -0.1 0.085
C -4.559937 0.378512 0.705435 0.1 -0.2 0.1 -0.116
H -6.120058 -1.085252 0.982125 -0.1 0.0 0.0 0.085
```
Forces are in eV/Å.

## Properties
* relative energy (zero: lowest compared OMol25 entry of this formula, charge and spin): 2.409 eV
* spin multiplicity: 2
* orbital gap (spin up / spin down): 3.9 / 9.5 eV

3.
Formula: C6H13ClN2
Source: the OMol25 dataset
Level of theory: wB97M-V/def2-TZVPD

XYZ file:
```
22
Properties=species:S:1:pos:R:3:forces:R:3:lowdin_charge:R:1
C -1.179733 -0.149830 0.688600 0.0 0.0 -0.3 -0.265
C -0.277139 0.716233 0.307888 -1.3 0.5 1.2 -0.289
C -2.465374 -0.042649 1.594796 3.2 -1.1 -1.0 0.030
C -1.632981 -1.523908 0.234712 0.9 -0.3 0.4 -0.034
C 2.704605 -0.327423 -0.882754 1.7 1.3 2.3 -0.084
C 1.859293 0.603384 -1.576993 0.5 -2.5 -0.4 -0.183
N -2.675843 -1.527915 1.322119 -2.1 -2.1 1.1 0.081
N 1.916349 1.923659 -1.106281 -0.8 1.6 -1.5 0.114
Cl -0.168632 2.417865 0.692498 -1.4 -1.0 1.0 0.849
H -2.085650 0.194965 2.577511 -1.2 0.2 0.5 0.152
H -3.086445 0.533046 0.979532 -1.7 1.1 0.2 0.134
H -2.018860 -1.482017 -0.778685 -0.6 -0.1 0.1 0.153
H -1.030378 -2.412811 0.329063 0.7 0.0 0.0 0.142
H 2.600644 -0.464102 0.218458 -0.3 0.6 -0.3 0.114
H 3.766725 -0.064554 -1.017134 0.1 0.5 0.2 0.119
H 2.755724 -1.281600 -1.222526 -0.7 -2.9 -1.5 0.054
H 1.375351 0.204218 -2.438132 -0.7 1.0 -0.7 0.130
H -2.518584 -2.175594 2.192630 0.3 1.5 -1.9 0.245
H -3.613863 -1.897464 0.975430 1.0 1.2 0.5 0.220
H 1.820295 2.578858 -1.912169 -0.3 -0.2 0.7 0.195
H 2.876894 2.063152 -0.801255 0.0 0.4 0.9 0.172
H 1.077603 2.114487 -0.377305 2.8 0.3 -1.5 -0.048
```
Forces are in eV/Å.

## Properties
* charge: +2
* spin multiplicity: 3
* orbital gap (spin up / spin down): 8.6 / 8.0 eV

What is the formula in the second record? C6H13Cl2NO2PS2Sr